[1]
{
  "formula": "C46H92Br12N7O7",
  "method": "the ωB97M-V functional and the def2-TZVPD basis",
  "symbols": ["C", "C", "N", "C", "C", "C", "C", "C", "O", "C", "H", "H", "H", "H", "H", "H", "H", "H", "H", "H", "H", "H", "H", "H", "H", "H", "H", "H", "H", "H", "C", "C", "O", "O", "H", "H", "H", "C", "C", "O", "O", "H", "H", "H", "C", "O", "N", "C", "C", "H", "H", "H", "H", "H", "H", "H", "C", "O", "N", "C", "C", "H", "H", "H", "H", "H", "H", "H", "C", "C", "C", "C", "N", "H", "H", "H", "H", "H", "H", "H", "C", "C", "C", "C", "N", "H", "H", "H", "H", "H", "H", "H", "C", "C", "C", "C", "N", "H", "H", "H", "H", "H", "H", "H", "C", "C", "C", "C", "N", "H", "H", "H", "H", "H", "H", "H", "Br", "C", "C", "Br", "H", "H", "H", "H", "Br", "C", "C", "Br", "H", "H", "H", "H", "Br", "C", "C", "Br", "H", "H", "H", "H", "Br", "C", "C", "Br", "H", "H", "H", "H", "Br", "C", "C", "Br", "H", "H", "H", "H", "Br", "C", "C", "Br", "H", "H", "H", "H"],
  "positions_angstrom": [[-3.0010, -0.6288, 0.6674], [-2.2605, 0.1104, -0.4167], [-0.7419, -0.0027, -0.3772], [-0.3934, -1.5141, -0.2648], [-0.2688, 0.4233, -1.7608], [-0.4245, 1.9296, -1.9793], [-0.2361, 0.7202, 0.8410], [1.2798, 0.7168, 1.0163], [1.9214, 1.3679, -0.0783], [2.2837, 2.7301, 0.1637], [-2.7672, -1.6809, 0.8404], [-4.0834, -0.5847, 0.7518], [-2.8256, -0.0855, 1.6072], [-2.5748, 1.1488, -0.5239], [-2.5452, -0.3733, -1.3554], [-0.4571, -1.9104, 0.7470], [0.6453, -1.5502, -0.5831], [-1.1444, -2.0292, -0.8547], [-0.8024, -0.1842, -2.4893], [0.7787, 0.1266, -1.8018], [-0.0445, 2.2040, -2.9637], [0.0154, 2.6313, -1.2740], [-1.4771, 2.2165, -1.9110], [-0.6388, 0.1897, 1.7032], [-0.6688, 1.7223, 0.8182], [1.6151, -0.3167, 1.1181], [1.4827, 1.2214, 1.9635], [1.4490, 3.3989, 0.3851], [2.7586, 3.1805, -0.7126], [3.0448, 2.8183, 0.9434], [-1.7740, 5.2231, -2.3625], [-2.2421, 4.9487, -0.9349], [-2.4226, 3.8004, -0.4405], [-2.4085, 5.9683, -0.2144], [-1.0849, 6.0689, -2.4219], [-2.5996, 5.4419, -3.0410], [-1.1225, 4.4304, -2.7473], [-3.5203, 1.4077, 4.5832], [-3.4188, 2.4868, 3.5177], [-2.6139, 2.4011, 2.5531], [-4.1050, 3.5415, 3.6430], [-4.1850, 1.6626, 5.4097], [-2.5313, 1.1949, 5.0022], [-3.8562, 0.4156, 4.2800], [-4.4380, -1.3407, -4.1272], [-3.5664, -0.6964, -3.5712], [-5.0857, -0.9017, -5.2305], [-6.0734, -1.7674, -5.8212], [-4.8237, 0.3557, -5.9127], [-4.7880, -2.3310, -3.8043], [-6.7103, -2.3232, -5.1277], [-5.7738, -2.4828, -6.5906], [-6.8900, -1.1867, -6.2627], [-3.9235, 0.8679, -5.5838], [-4.7726, 0.1431, -6.9810], [-5.6612, 1.0283, -5.7185], [0.9424, 4.1125, 3.1395], [1.4547, 3.0193, 3.3283], [1.2606, 5.1654, 3.9450], [0.6416, 6.4690, 3.7744], [2.1745, 5.0680, 5.0700], [0.2265, 4.3763, 2.3478], [1.4247, 7.2148, 3.9344], [-0.0885, 6.6506, 4.5660], [0.2244, 6.6230, 2.7822], [2.9213, 5.8505, 4.9180], [1.6648, 5.1480, 6.0320], [2.8200, 4.2003, 5.1875], [6.2601, -3.4682, -2.4279], [5.2820, -3.9704, -1.3740], [4.0898, -4.8316, -1.9023], [3.0154, -3.9309, -2.2913], [2.1043, -3.2655, -2.5116], [6.2357, -4.1052, -3.3128], [7.2703, -3.4172, -2.0288], [5.9209, -2.4837, -2.7512], [4.8330, -3.1871, -0.7643], [5.8534, -4.6336, -0.7209], [3.7342, -5.4024, -1.0420], [4.4041, -5.5642, -2.6434], [-0.2350, -7.9556, -0.2854], [0.8287, -6.8514, -0.4145], [0.9956, -5.9729, 0.8589], [-0.1850, -5.1865, 1.1522], [-1.1080, -4.5451, 1.3936], [-0.1811, -8.6239, 0.5795], [-0.1992, -8.7332, -1.0524], [-1.2663, -7.5967, -0.2815], [0.6839, -6.1723, -1.2543], [1.7068, -7.4545, -0.6543], [1.8147, -5.2630, 0.7314], [1.2341, -6.6373, 1.6901], [0.6088, -4.9487, 3.8499], [0.9036, -3.8949, 4.9330], [0.1112, -2.5881, 4.7908], [0.4399, -1.9112, 3.5147], [0.6967, -1.3832, 2.5270], [1.3180, -5.7610, 4.0242], [0.8237, -4.5534, 2.8565], [-0.3758, -5.4121, 3.8923], [1.9595, -3.6262, 4.9462], [0.6925, -4.3799, 5.8874], [0.2695, -1.7927, 5.5202], [-0.9579, -2.8076, 4.7865], [4.6329, 0.4234, -1.3398], [4.8775, 0.7256, -2.8018], [3.9332, 1.8332, -3.3255], [4.2541, 2.0485, -4.7377], [4.4893, 2.1938, -5.8524], [3.7298, -0.1669, -1.2018], [4.8138, 1.2572, -0.6621], [5.4473, -0.2663, -1.0815], [4.6955, -0.2287, -3.3021], [5.9396, 0.9451, -2.9187], [4.2604, 2.7449, -2.8187], [2.9047, 1.6644, -3.0125], [-5.2809, 1.3726, -0.2675], [-5.9576, 1.8055, -2.0542], [-5.5739, 3.2489, -2.3029], [-6.0136, 3.7500, -4.1745], [-7.0455, 1.7830, -2.0451], [-5.5147, 1.0820, -2.7326], [-4.5170, 3.4327, -2.1040], [-6.1112, 3.9002, -1.6173], [4.5903, 5.6643, -4.9867], [2.7173, 5.9018, -5.6192], [1.7525, 4.7945, -5.0997], [1.8660, 4.8068, -3.1558], [2.6457, 5.9691, -6.7031], [2.3347, 6.8424, -5.2292], [1.9871, 3.8047, -5.4879], [0.7255, 4.9574, -5.4242], [4.7784, 1.2180, 6.1657], [3.5697, 1.4028, 4.5615], [3.9098, 0.2911, 3.6050], [3.8828, -1.5149, 4.3678], [3.7616, 2.4300, 4.2810], [2.5701, 1.1830, 4.9263], [4.8477, 0.4236, 3.0680], [3.1615, 0.2012, 2.8158], [5.5220, 4.4922, 4.0524], [4.8463, 4.8791, 2.1897], [5.7423, 4.1429, 1.2329], [5.1760, 4.5722, -0.5885], [4.8296, 5.9615, 2.0909], [3.8111, 4.5469, 2.1359], [5.6006, 3.0796, 1.4156], [6.7938, 4.4043, 1.2940], [-6.8167, -4.7698, 1.9528], [-5.2405, -4.2904, 3.1056], [-5.5324, -3.0250, 3.8822], [-5.4664, -1.4990, 2.6911], [-4.2909, -4.2707, 2.5734], [-5.0592, -5.0788, 3.8396], [-4.7591, -2.7345, 4.5921], [-6.4674, -3.0883, 4.4335], [-1.9744, -4.3383, -2.2251], [-3.5837, -5.1595, -1.5377], [-4.1590, -4.3507, -0.3977], [-5.1579, -2.8072, -1.0166], [-3.1824, -6.0854, -1.1226], [-4.2523, -5.4544, -2.3418], [-3.3478, -4.0620, 0.2684], [-4.8725, -4.9285, 0.1852]],
  "mulliken_charge": [-1.0571, 1.0138, 0.8812, 0.1161, -0.3165, -0.8140, -0.5273, -0.5575, 0.0776, 0.1122, 0.1033, -0.0340, 0.2694, -0.1855, -0.0793, -0.1026, 0.4481, -0.6629, 0.7649, 0.1263, 0.6000, -0.3558, 0.2626, 0.2138, 0.5619, 0.4840, -0.4829, 0.1934, -0.6695, 0.0534, -0.5595, 0.5618, -0.4485, -0.8271, 0.3012, 0.2869, -0.1541, -0.6270, 0.5442, -0.5444, -0.7629, 0.3276, 0.1568, -0.0958, 0.0312, -0.5395, 0.1768, -1.1764, -0.9406, 0.2789, 0.3863, 0.3284, 0.3944, 0.2785, 0.4052, 0.2749, -0.2508, -0.5654, 0.3316, -1.0655, -0.8907, 0.5778, 0.3320, 0.3297, 0.3716, 0.3821, 0.3259, 0.1529, -0.9050, -0.5152, -0.1352, 0.2639, -0.4699, 0.3838, 0.3490, 0.0011, 0.3165, 0.3535, -0.0049, 0.4225, -1.2688, -0.3931, -0.2845, 0.0774, -0.2226, 0.3565, 0.4064, 0.1400, 0.2382, 0.3624, 0.3696, 0.3904, -0.4512, -0.4742, -0.5554, -0.0537, -0.0979, 0.3281, -0.3687, 0.3643, 0.0758, 0.4631, 0.3341, 0.1897, -0.3589, -0.7819, 1.5790, -0.1575, -0.5457, 0.0028, -0.0075, 0.5133, 0.2968, 0.3359, -0.3212, -0.4763, 0.0189, -0.0528, -0.1725, -0.2634, 0.4352, -0.2310, -0.1536, 0.4489, -0.1760, -0.6927, -0.7541, -0.0211, 0.4334, 0.3785, 0.4018, 0.4755, -0.2150, 0.1977, 0.7468, -0.1500, -0.5308, 0.4337, 0.4121, -0.8587, -0.1793, -0.2469, -0.3472, -0.1125, 0.4748, -0.0335, 0.1170, 0.5029, -0.1639, -0.1238, -0.7492, 0.0369, -0.0762, 0.4430, 0.3061, 0.4460, -0.1294, -0.6473, 0.2770, -0.0383, 0.2675, 0.4644, -0.3401, 0.1515],
  "energy_ev": -914464.458,
  "homo_energy_ev": -3.382,
  "total_charge": -1
}

***

[2]
{
  "formula": "Cl2NO11Rb",
  "method": "the ωB97M-V functional and the def2-TZVPD basis",
  "symbols": ["Rb", "Cl", "O", "O", "O", "O", "Cl", "O", "O", "O", "O", "N", "O", "O", "O"],
  "positions_angstrom": [[0.2245, -0.7033, 0.0151], [0.6496, -3.6967, -1.9881], [0.4555, -2.3427, -2.3377], [0.5146, -4.3356, -0.6653], [0.1046, -4.6310, -2.9098], [2.1272, -3.6918, -2.1220], [-1.3018, 1.5144, 2.8227], [0.0050, 1.9810, 2.6277], [-1.4837, 0.9511, 4.1046], [-2.4567, 2.4453, 2.6983], [-1.6237, 0.4601, 1.9451], [0.6937, 3.0206, -1.0553], [0.0997, 1.9137, -1.1277], [1.6548, 3.1232, -0.2523], [0.3366, 3.9916, -1.7554]],
  "mulliken_charge": [0.9298, 1.5769, -0.5893, -0.6152, -0.6521, -0.6934, 1.6973, -0.5886, -0.6902, -0.6856, -0.7100, 0.9419, -0.6228, -0.6511, -0.6476],
  "energy_ev": -49696.952,
  "relative_energy_kcal_mol": 14.9,
  "homo_energy_ev": -2.799,
  "total_charge": -2
}